Formula: C6H12N2
Source: OMol25
Level of theory: the ωB97M-V functional and the def2-TZVPD basis

The geometry in XYZ format:
```
20
Properties=species:S:1:pos:R:3
H -2.0254 -0.3233 -0.8439
N -2.6387 0.1527 -0.1593
C -1.9336 1.0942 0.3862
C -0.5161 1.4463 -0.0247
N 0.2379 0.2895 -0.5665
C 1.4412 0.7291 -1.3014
C 0.3386 -0.9239 0.1364
C 0.4217 -2.0932 -0.5159
C 0.3694 -0.9008 1.6456
H -2.3973 1.7305 1.1573
H -0.6152 2.2219 -0.7948
H 0.0075 1.8869 0.8296
H 1.1763 1.4483 -2.0830
H 2.1470 1.2074 -0.6114
H 1.9540 -0.1094 -1.7847
H 0.3882 -2.1314 -1.6001
H 0.4921 -3.0396 0.0095
H -0.5724 -0.5338 2.0616
H 1.1816 -0.2539 1.9940
H 0.5431 -1.8975 2.0658
```

Output
* charge: 0
* calculated total energy: -9395.216 eV
* relative energy (zero: lowest compared OMol25 entry of this formula, charge and spin): 1.633 eV
* HOMO: -8.30 eV
* gap between HOMO and LUMO: 9.2 eV
* LUMO level: 0.92 eV
* structure (SMILES): [H]/N=C\CN(C)C(=C)C

Mulliken analysis output, partial charges in e:
1. H 0.33
2. N -0.67
3. C -0.22
4. C -0.54
5. N 0.05
6. C -1.04
7. C 0.64
8. C -1.04
9. C -1.20
10. H 0.38
11. H 0.45
12. H 0.34
13. H 0.32
14. H 0.35
15. H 0.34
16. H 0.30
17. H 0.28
18. H 0.25
19. H 0.26
20. H 0.40